Record 1
ORCA calculation (ωB97M-V/def2-TZVPD) on a structure of composition C12H28CoO8.

- Energy above the lowest of the compared OMol25 structures with the same formula, charge and spin: 0.0 kJ/mol
- Total charge: +2
- LUMO level (alpha / beta): -5.04 / -5.70 eV
- E_tot: -2458.23673 hartree
- 2S+1: 4
- Gap between HOMO and LUMO (alpha / beta): 0.4272 / 0.3944 Eh

Last column: Mulliken charge in e.
Cartesian coordinates (Å):
Co1 0.49931 -0.24461 -1.01557  1.59
O1 -1.39265 -0.92073 -0.41026  -0.52
C1 -2.25518 -1.34960 0.33779  0.25
O2 -2.45445 -0.81382 1.52638  -0.28
C2 -3.63893 -1.38676 2.14866  -0.46
C3 -4.34487 -2.13983 1.02510  -0.63
C4 -3.18863 -2.51230 0.10590  -0.40
H1 -4.22782 -0.57737 2.56380  0.32
H2 -3.29351 -2.04852 2.94121  0.31
H3 -5.01465 -1.47161 0.47777  0.29
H4 -4.95663 -2.96299 1.38216  0.37
H5 -3.45493 -2.62071 -0.93897  0.38
H6 -2.64247 -3.39548 0.45456  0.28
O3 0.93055 0.49592 0.89515  -0.31
C5 0.93056 1.18167 1.90191  0.29
O4 -0.00104 2.08163 2.09778  -0.44
C6 0.17832 2.80163 3.34369  -0.39
C7 1.36720 2.13180 4.06613  -0.58
C8 1.92463 1.14856 3.02813  -0.27
H7 -0.74956 2.71784 3.90055  0.29
H8 0.35105 3.84504 3.09808  0.30
H9 1.05192 1.65142 4.98732  0.30
H10 2.11625 2.86863 4.34985  0.28
H11 2.03627 0.12649 3.38748  0.33
H12 2.89304 1.44344 2.61787  0.28
C9 -0.07890 2.91276 -1.68146  -0.79
O5 -0.50655 1.54851 -1.49112  -0.22
H13 -0.67244 3.38465 -2.46098  0.39
H14 -0.15710 3.45732 -0.74385  0.24
H15 0.95310 2.89516 -2.01988  0.25
H16 -1.46391 1.51001 -1.58058  0.25
C10 -0.67669 -0.63084 -4.02522  -0.72
O6 0.03735 -1.14819 -2.87235  -0.24
H17 -1.19961 0.26049 -3.70497  0.26
H18 0.02338 -0.36783 -4.81931  0.29
H19 -1.36314 -1.38958 -4.38942  0.29
H20 0.54519 -1.91183 -3.16737  0.27
C11 2.98937 0.38742 -2.86560  -0.71
O7 2.32754 0.63262 -1.58976  -0.33
H21 2.23979 0.07283 -3.58433  0.18
H22 3.46454 1.29644 -3.22372  0.39
H23 3.73994 -0.39342 -2.75574  0.28
H24 2.77099 1.36873 -1.15918  0.28
C12 2.77535 -2.24963 0.00669  -0.58
O8 1.39561 -2.03895 -0.37947  -0.33
H25 2.97810 -3.31391 0.07843  0.36
H26 3.40283 -1.80333 -0.75617  0.17
H27 2.96507 -1.77203 0.96609  0.20
H28 0.84643 -2.75715 -0.05317  0.26

***

Record 2
ORCA calculation (ωB97M-V/def2-TZVPD) on the molecule C5H6O.

- Energy above the lowest of the compared OMol25 structures with the same formula, charge and spin: 266.5 kJ/mol
- LUMO level: 1.08 eV
- E_tot: -269.24472 hartree
- Gap between HOMO and LUMO: 0.4065 Eh

Last column: Mulliken charge in e.
Cartesian coordinates (Å):
C1 -0.15913 2.67235 -0.10910  0.33
C2 -0.28536 1.49505 -0.32932  -0.93
C3 -0.44780 0.06937 -0.64225  0.23
C4 0.74319 -0.84045 -0.27673  -0.55
C5 -0.14971 -1.26111 0.89491  -0.37
O1 -1.29091 -0.62077 0.29759  -0.43
H1 -0.05539 3.71816 0.08248  0.41
H2 -0.82808 -0.03016 -1.66511  0.27
H3 0.87955 -1.63844 -1.00987  0.22
H4 1.69777 -0.36064 -0.05570  0.29
H5 0.10943 -0.78977 1.85142  0.24
H6 -0.30675 -2.33368 1.04706  0.29

***

Record 3
ORCA calculation (ωB97M-V/def2-TZVPD) on the ion C3H7N2OS with charge +1 in a non-equilibrium geometry.

- Energy above the lowest of the compared OMol25 structures with the same formula, charge and spin: 190.0 kJ/mol
- Total charge: +1
- LUMO level: -3.46 eV
- E_tot: -701.15240 hartree
- Gap between HOMO and LUMO: 0.3786 Eh

Last column: Mulliken charge in e.
Cartesian coordinates (Å):
N1 0.72824 -0.39694 -1.76354  -0.62
C1 -0.10296 -0.56032 -0.52894  0.44
O1 -1.31803 -1.04659 -0.80385  -0.46
N2 -0.27712 0.97163 -0.15586  -0.28
C2 -0.15712 1.04684 1.31255  -0.47
C3 0.27083 -0.07406 1.90172  -0.18
S1 0.71436 -1.42953 0.97056  -0.06
H1 1.70214 -0.37661 -1.60859  0.25
H2 0.40544 -1.05135 -2.45553  0.26
H3 -1.63487 -1.57807 -0.09156  0.42
H4 -1.08022 1.30964 -0.73450  0.38
H5 0.60142 1.31496 -0.67040  0.41
H6 -0.25636 2.00029 1.61626  0.53
H7 0.40424 -0.12989 3.01168  0.37

***

Record 4
ORCA calculation (ωB97M-V/def2-TZVPD) on the molecule C3H2F2N2 in a non-equilibrium geometry.

- Energy above the lowest of the compared OMol25 structures with the same formula, charge and spin: 460.5 kJ/mol
- LUMO level (alpha / beta): -1.39 / -1.39 eV
- E_tot: -424.56438 hartree
- Gap between HOMO and LUMO (alpha / beta): 0.2992 / 0.2992 Eh

Last column: Mulliken charge in e.
Cartesian coordinates (Å):
C1 -0.05523 0.78794 -0.12401  0.01
C2 -0.21335 -0.58582 -0.08416  -0.14
C3 2.38505 0.22944 -0.51382  0.02
N1 0.85221 -1.45270 -0.20025  -0.48
N2 1.93393 -0.86497 -0.15261  0.26
F1 -1.09710 1.61503 -0.10790  -0.20
F2 3.16715 0.92650 0.34641  -0.18
H1 0.87812 1.15772 -0.55713  0.31
H2 -1.08172 -1.11112 0.26626  0.41

***

Record 5
ORCA calculation (ωB97M-V/def2-TZVPD) on a cluster of 4 separate species, C28H43Cl2F3NO16S3 in total in a non-equilibrium geometry.

- Total charge: +1
- LUMO level: -4.88 eV
- E_tot: -4764.67557 hartree
- Gap between HOMO and LUMO: 0.2209 Eh

Last column: Mulliken charge in e.
Cartesian coordinates (Å):
C1 -3.27410 -7.13212 -4.97924  -0.46
C2 -3.52086 -7.97546 -3.75023  -0.07
O1 -2.81878 -7.68405 -2.46010  -0.23
C3 -3.47030 -6.44445 -1.99085  0.11
O2 -4.70484 -6.55515 -1.43310  -0.50
C4 -2.83879 -4.93803 -2.13246  0.41
C5 -3.66165 -3.87166 -3.08942  -0.54
C6 -3.10355 -2.30215 -3.24132  0.30
Cl1 -4.17054 -1.19205 -4.31130  -0.08
N1 -1.84167 -1.86194 -2.51884  0.66
C7 -1.37913 -0.39571 -2.65285  -0.78
C8 -2.12741 0.38877 -1.37918  -0.06
C9 -1.65026 1.94680 -1.20366  -0.71
C10 -0.02898 2.13200 -1.03854  0.76
C11 0.64999 3.21974 -2.06434  -0.42
C12 0.11028 3.13152 -3.61380  0.18
C13 -0.67730 4.56368 -3.97252  -0.55
O3 -0.55683 4.78213 -5.43089  -0.38
C14 0.72231 5.41489 -5.78834  -0.51
C15 -1.01370 -2.79469 -1.60994  0.53
C16 0.35116 -2.34560 -0.81508  -0.31
C17 1.70494 -2.36157 -1.79602  -0.56
C18 1.82266 -3.71132 -2.72006  -0.13
Cl2 1.26710 -3.47368 -4.49355  -0.21
C19 -1.49275 -4.38088 -1.38142  -0.21
C20 -0.66491 -5.42409 -0.36949  -1.03
C21 -1.46127 -5.37795 1.06259  -0.11
O4 -2.38301 -6.52768 1.25611  -0.54
C22 -0.50524 -5.28906 2.39061  0.66
F1 -1.22143 -4.37714 3.35875  -0.28
F2 -0.39904 -6.60316 3.10821  -0.24
F3 0.82486 -4.67551 2.17010  -0.24
H1 -3.37566 -5.94911 -4.98508  0.14
H2 -3.00168 -7.65248 -6.01519  0.28
H3 -4.32217 -8.83810 -3.83255  0.36
H4 -4.64306 -4.18345 -3.64902  0.47
H5 -1.70427 0.07530 -3.69999  0.40
H6 -0.20458 -0.29081 -2.61852  -0.15
H7 -3.28686 0.25247 -1.58346  0.29
H8 -1.90830 -0.26163 -0.40478  0.16
H9 -2.13589 2.33963 -0.18624  0.27
H10 -2.13924 2.58838 -2.05517  0.17
H11 0.57174 1.10505 -1.13188  -0.15
H12 0.20086 2.51259 0.06777  -0.02
H13 0.51731 4.30169 -1.62464  0.17
H14 1.81013 2.95342 -2.10612  0.23
H15 1.01678 3.03468 -4.35050  0.45
H16 -0.67489 2.26980 -3.80747  -0.49
H17 -1.80911 4.53243 -3.65997  0.20
H18 -0.16675 5.46973 -3.42653  0.31
H19 0.69433 6.59802 -5.79167  0.23
H20 0.99912 5.03717 -6.87574  0.22
H21 1.54097 5.10090 -4.98059  0.22
H22 0.21365 -1.20278 -0.50978  0.04
H23 0.58138 -2.97433 0.15131  0.18
H24 1.74100 -1.40766 -2.50072  0.24
H25 2.70402 -2.30646 -1.14776  0.43
H26 2.95047 -4.09766 -2.75589  0.38
H27 1.17980 -4.59003 -2.29085  -0.07
H28 -0.75098 -6.50816 -0.86188  0.53
H29 0.48083 -5.19187 -0.31284  0.48
H30 -2.14368 -4.40301 1.04700  0.35
H31 -2.97464 -6.26709 2.03343  0.38
C23 4.25778 3.05103 1.50178  -0.38
C24 3.89038 4.28743 2.31790  -0.09
O5 3.17168 5.12832 1.41837  -0.35
S1 2.35111 4.19514 0.36184  1.13
O6 0.99041 4.06783 0.83452  -0.43
O7 2.68235 4.62190 -0.97777  -0.70
O8 3.12879 2.79536 0.66798  -0.26
H32 5.12035 3.24665 0.85661  0.31
H33 4.46748 2.18530 2.13568  0.31
H34 4.76965 4.80426 2.70973  0.38
H35 3.22162 4.02880 3.14567  0.03
C25 0.18411 4.84483 5.86408  -0.40
C26 -0.58704 6.04112 5.31277  -0.47
O9 -0.39421 5.99097 3.90101  -0.37
S2 -0.25901 4.43231 3.43976  0.85
O10 -1.55043 3.98908 2.96341  -0.64
O11 0.95563 4.28680 2.67172  -0.23
O12 -0.01670 3.79409 4.92025  -0.08
H36 1.25698 5.05684 5.91460  0.30
H37 -0.17326 4.54316 6.85229  0.34
H38 -0.22816 6.99042 5.71751  0.33
H39 -1.65972 5.94367 5.51074  0.31
C27 2.23725 -0.89273 5.25820  -0.35
C28 2.38857 -0.36922 6.68395  -0.47
O13 2.69052 1.01699 6.54243  -0.34
S3 1.94445 1.58834 5.20926  1.25
O14 0.71010 2.22055 5.61892  -0.60
O15 2.92858 2.24589 4.38129  -0.54
O16 1.57966 0.14826 4.53770  -0.27
H40 3.21452 -1.06277 4.79498  0.29
H41 1.65064 -1.81439 5.21693  0.33
H42 3.18094 -0.88227 7.23414  0.33
H43 1.44738 -0.45503 7.23723  0.30

***

Record 6
ORCA calculation (ωB97M-V/def2-TZVPD) on the ion C8H13N5 with charge +2 in a non-equilibrium geometry.

- Energy above the lowest of the compared OMol25 structures with the same formula, charge and spin: 752.9 kJ/mol
- Total charge: +2
- LUMO level (alpha / beta): -8.77 / -8.76 eV
- E_tot: -585.52493 hartree
- Gap between HOMO and LUMO (alpha / beta): 0.2920 / 0.2920 Eh

Last column: Mulliken charge in e.
Cartesian coordinates (Å):
C1 -1.75540 -0.97440 -0.69156  -1.53
C2 -0.29264 -0.52419 -0.61432  -0.22
N1 0.42917 -1.80309 0.07608  -0.06
C3 1.77674 -1.86694 -0.15397  0.52
N2 2.84186 -2.63130 -0.33133  -0.41
C4 2.98634 -1.18944 -0.38797  0.16
C5 3.73732 -0.09052 -0.11415  -0.45
N3 3.20571 1.02477 0.29838  -0.66
N4 2.17372 1.58571 0.03559  0.42
C6 0.91766 1.71298 -0.34304  0.02
N5 0.64788 2.72726 -1.16009  -0.38
C7 -0.16706 0.74902 0.21136  0.55
C8 -0.06622 0.61720 1.71422  -1.73
H1 -2.34651 -0.29242 -1.42992  0.39
H2 -2.22543 -1.02452 0.25589  0.43
H3 -2.04360 -1.97138 -1.09207  0.47
H4 0.17353 -0.51597 -1.55225  0.61
H5 0.29308 -1.59012 1.18751  0.53
H6 0.04344 -2.66140 -0.16766  0.39
H7 4.87129 0.02506 -0.20355  0.42
H8 -0.29345 3.25340 -1.22070  0.29
H9 1.24212 3.28746 -1.71884  0.24
H10 -1.27276 1.16622 0.14294  0.63
H11 -0.86880 -0.07141 1.98965  0.39
H12 -0.19550 1.67138 2.10866  0.37
H13 0.95543 0.33020 1.95112  0.59